Here is a structure of composition C16H23BCaClF13LiMgN3O16S3 from OMol25. Energies are from wB97M-V/def2-TZVPD.

Each line ends with the Mulliken charge.
Cartesian coordinates (Å):
N  -2.1902  -3.4182  -0.0344  -0.39
C  -1.2260  -2.9676  -0.4527  0.39
O  -0.1193  -2.7110  -1.1515  -0.25
C  -0.2802  -3.1561  -2.5138  -0.21
C  -0.9431  -2.0216  -3.3467  -0.69
N  -0.1318  -0.7506  -3.2064  -0.05
C  1.3140  -0.9632  -3.4709  -0.54
C  2.1057  0.3006  -2.9954  1.06
F  1.1715  1.3007  -3.0223  -0.25
F  2.3820  0.0997  -1.7021  -0.21
C  3.3621  0.6587  -3.8321  0.14
F  3.0139  0.9878  -5.0845  -0.28
F  4.1735  -0.4991  -3.9862  -0.33
C  4.2765  1.7720  -3.1943  0.84
F  5.0781  1.2943  -2.1678  -0.29
F  5.1386  2.1576  -4.1804  -0.26
C  3.5031  3.0526  -2.7435  0.59
F  4.4264  4.0104  -2.5004  -0.26
F  2.9061  2.8284  -1.5766  -0.14
F  2.6545  3.4555  -3.6782  -0.18
C  1.8854  -2.3173  -2.9436  -0.60
O  0.9803  -3.4302  -3.0744  -0.41
H  -0.8916  -4.0851  -2.5853  0.47
H  -1.9857  -1.7924  -2.9540  0.14
H  -1.0513  -2.2820  -4.4241  0.95
H  -0.2824  -0.4245  -2.2252  0.41
H  -0.5779  -0.0738  -3.8460  0.36
H  1.4396  -0.9772  -4.5833  0.48
H  2.2349  -2.2856  -1.8907  0.42
H  2.7725  -2.5834  -3.5607  0.25
C  -1.9940  -3.9975  3.4207  -1.12
C  -3.0682  -3.9089  4.4886  0.43
C  -4.4709  -3.9609  3.9427  -0.58
O  -5.2063  -3.2346  4.9279  -0.25
C  -4.3588  -2.3408  5.4977  0.38
O  -4.6582  -1.4613  6.2019  -0.34
O  -3.0407  -2.6280  5.1250  -0.26
H  -2.0105  -4.9684  2.9265  0.37
H  -2.1227  -3.2171  2.6684  0.40
H  -0.9980  -3.8454  3.8554  0.09
H  -2.9047  -4.6753  5.2600  0.34
H  -4.8471  -4.9790  3.8529  0.36
H  -4.5808  -3.4516  2.9809  0.34
C  0.2241  5.1836  -3.9515  -0.77
S  -1.3065  4.2336  -3.9105  0.50
O  -0.9826  2.8513  -4.3875  -0.60
C  -2.1073  5.0972  -5.2725  -1.01
H  0.8902  4.7772  -3.1959  0.05
H  0.6898  5.0949  -4.9345  0.30
H  0.0183  6.2300  -3.7252  0.48
H  -1.4973  5.0179  -6.1732  0.31
H  -2.2491  6.1442  -5.0037  0.39
H  -3.0769  4.6332  -5.4470  0.34
O  0.4895  0.6151  -0.2627  -0.68
S  0.9589  1.3564  0.9226  1.20
O  0.9697  2.7806  0.5855  -0.67
O  2.4027  0.9257  1.3059  -0.35
O  0.0791  1.1025  2.0474  -0.59
Mg  -3.5414  -2.4536  -3.9772  0.04
C  7.8786  3.1903  -3.6019  -0.76
N  9.1753  3.8730  -3.8597  0.90
O  9.3620  4.9424  -3.3168  -0.51
O  9.9537  3.3035  -4.5996  -0.53
H  7.2870  3.8058  -2.9303  0.33
H  7.3773  3.0699  -4.5581  0.28
H  8.1013  2.2268  -3.1489  0.27
Cl  2.7292  2.6024  2.1126  -0.01
B  -6.8478  -2.6925  8.3109  0.63
F  -7.4983  -3.3778  9.3625  -0.40
F  -6.6820  -1.3321  8.6520  -0.39
F  -5.5608  -3.2843  8.0820  -0.44
F  -7.6250  -2.7974  7.1243  -0.41
Ca  -0.8810  -2.9555  5.7733  0.61
O  -6.4381  -0.2300  11.6925  -0.44
S  -5.0569  -0.3726  11.2244  1.37
O  -4.7648  0.6124  10.1770  -0.44
O  -4.8719  -1.7209  10.6789  -0.36
O  -4.1448  -0.1579  12.3544  -0.52
Li  5.6674  -0.8060  -2.3703  0.53

Its spin multiplicity is 1. As for the net charge: 0. For the calculated total energy, the calculation gives -5854.093530 a.u. The highest occupied orbital energy is -4.812 eV.

Here is a cluster of 2 separate species, C4H6O2 in total from OMol25. Energies are from wB97M-V/def2-TZVPD.

Each line ends with the Mulliken charge.
Cartesian coordinates (Å):
O  1.9634  -0.6794  1.9828  -0.47
C  1.3384  0.0198  1.2242  -0.24
C  0.3916  -0.4921  0.2052  0.15
C  0.1864  0.3194  -1.1206  -0.51
C  -0.7534  0.4414  -0.0173  0.42
O  -1.5105  1.1782  0.5499  -0.55
H  1.4074  1.1295  1.2551  0.26
H  0.3446  -1.5776  0.1170  0.37
H  0.0627  -0.2766  -2.0236  0.25
H  0.7502  1.2389  -1.2472  0.26
H  -2.2622  -0.4095  -0.2630  0.01
H  -1.9494  -0.9584  -0.6470  0.04

Its spin multiplicity is 1. As for the net charge: 0. For the calculated total energy, the calculation gives -306.350640 a.u. The calculation puts the energy relative to the best compared isomer or geometry (same formula, charge and spin) at 408.7 kJ/mol. The highest occupied orbital energy is -9.665 eV.

Here is a structure of composition C13H19ClInSi from OMol25. Energies are from wB97M-V/def2-TZVPD.

Each line ends with the Mulliken charge.
Cartesian coordinates (Å):
C  1.3755  2.4623  0.2805  -0.68
C  0.6054  2.9661  -0.7896  -0.61
C  0.8443  2.1375  -1.9100  -0.72
H  -0.0655  3.8076  -0.7451  0.43
C  1.7243  1.1044  -1.5183  -0.65
C  2.0576  1.3243  -0.1626  -0.65
H  2.6374  0.6615  0.4526  0.72
H  1.3448  2.8182  1.2938  0.56
H  0.4137  2.2600  -2.8881  0.67
H  2.0540  0.2773  -2.1243  0.45
In  -0.3224  0.8138  -0.3444  1.22
Cl  -1.0906  1.5474  1.9081  -0.55
C  -2.3967  -0.3230  -0.4381  -0.66
C  -1.6285  -0.8533  -1.4976  -0.42
C  -1.4135  0.1711  -2.4292  -0.76
H  -1.1969  -1.8371  -1.5245  0.60
C  -2.0664  1.3372  -1.9583  -0.63
C  -2.6801  1.0293  -0.7361  -0.62
H  -3.1864  1.7204  -0.0869  0.49
H  -2.6333  -0.8271  0.4812  0.44
H  -0.8114  0.0964  -3.3199  0.48
H  -2.0517  2.3068  -2.4280  0.56
C  -0.9865  -2.3429  1.8651  -1.12
Si  0.4312  -1.3406  1.1684  0.02
C  1.4389  -0.8367  2.6684  -1.02
C  1.4639  -2.4778  0.1093  -0.97
H  -1.6164  -1.6978  2.5112  0.24
H  -0.5758  -3.1736  2.4758  0.34
H  -1.5922  -2.7769  1.0440  0.27
H  1.7103  -1.7486  3.2385  0.32
H  2.3707  -0.3185  2.3829  0.28
H  0.8356  -0.1723  3.3197  0.23
H  1.7919  -3.3465  0.7156  0.31
H  0.8629  -2.8378  -0.7488  0.23
H  2.3516  -1.9308  -0.2652  0.21

Its spin multiplicity is 1. As for the net charge: -1. For the calculated total energy, the calculation gives -1446.563209 a.u. The highest occupied orbital energy is -3.012 eV.